{"formula": "C82H84IN2OPS2", "method": "the ωB97M-V functional and the def2-TZVPD basis", "species": ["C", "C", "C", "O", "C", "C", "C", "I", "C", "C", "P", "S", "C", "N", "S", "N", "C", "H", "H", "H", "H", "H", "H", "H", "H", "H", "H", "H", "H", "C", "C", "C", "C", "C", "C", "H", "H", "H", "H", "H", "H", "C", "C", "C", "C", "C", "C", "H", "H", "H", "H", "H", "H", "C", "C", "C", "C", "C", "C", "H", "H", "H", "H", "H", "H", "C", "C", "C", "C", "C", "C", "H", "H", "H", "H", "H", "H", "C", "C", "C", "C", "C", "C", "H", "H", "H", "H", "H", "H", "C", "C", "C", "C", "C", "C", "H", "H", "H", "H", "H", "H", "C", "C", "C", "C", "C", "C", "H", "H", "H", "H", "H", "H", "C", "C", "C", "C", "C", "C", "H", "H", "H", "H", "H", "H", "C", "C", "C", "C", "C", "C", "H", "H", "H", "H", "H", "H", "C", "C", "C", "C", "C", "C", "H", "H", "H", "H", "H", "H", "C", "C", "C", "C", "C", "C", "H", "H", "H", "H", "H", "H", "C", "C", "C", "C", "C", "C", "H", "H", "H", "H", "H", "H"], "xyz": [[7.463288, 1.072802, -2.272345], [7.161353, 2.569137, -2.443562], [7.321893, 2.997816, -3.899482], [6.277559, 2.441392, -4.683176], [5.105125, 3.213242, -4.692078], [3.901057, 2.458420, -4.192924], [3.561613, 1.155646, -4.464036], [4.669151, -0.054642, -5.765270], [2.408680, 0.549015, -3.901299], [1.553627, 1.222665, -3.074663], [0.103544, 0.396963, -2.396895], [-0.130734, -1.440569, -3.010480], [1.844407, 2.585276, -2.797299], [1.115732, 3.407186, -2.041013], [1.873531, 4.825245, -2.062639], [3.121947, 4.464519, -2.983449], [2.999223, 3.183513, -3.350367], [7.525925, 0.565024, -3.229260], [6.726808, 0.585924, -1.643426], [8.426308, 0.960294, -1.775779], [7.788064, 3.189338, -1.809858], [6.112110, 2.714391, -2.185358], [7.414260, 4.078121, -4.017691], [8.243593, 2.562881, -4.283676], [4.891118, 3.636727, -5.676730], [5.231068, 4.062821, -4.022755], [2.191816, -0.486764, -4.126494], [-1.007333, 1.148759, -2.811784], [0.138142, 0.491843, -0.996081], [1.745921, -5.087340, -3.257851], [0.365900, -5.112680, -3.394370], [-0.274528, -6.288110, -3.762097], [0.465789, -7.441392, -3.986526], [1.846652, -7.416714, -3.848198], [2.486864, -6.238967, -3.486163], [2.241725, -4.167790, -2.972915], [-0.208478, -4.214198, -3.210802], [-1.351628, -6.305913, -3.875207], [-0.033306, -8.359157, -4.270855], [2.424192, -8.315102, -4.024659], [3.564738, -6.218620, -3.383027], [-1.691931, -5.108980, -0.332613], [-1.470834, -3.742049, -0.232094], [-1.359579, -3.151267, 1.019672], [-1.459301, -3.924407, 2.168715], [-1.675975, -5.291044, 2.065551], [-1.796107, -5.882531, 0.815288], [-1.779037, -5.573060, -1.305242], [-1.382870, -3.127799, -1.121218], [-1.189554, -2.084267, 1.100301], [-1.365250, -3.462613, 3.143419], [-1.749160, -5.895289, 2.960674], [-1.967456, -6.949235, 0.734539], [-2.143113, 4.223337, -5.275771], [-0.838662, 4.098237, -4.818968], [0.150048, 4.953531, -5.290397], [-0.173041, 5.936929, -6.215349], [-1.478475, 6.064509, -6.669011], [-2.463265, 5.206214, -6.201623], [-2.911406, 3.554211, -4.909268], [-0.594551, 3.334660, -4.094346], [1.171404, 4.857168, -4.944217], [0.594876, 6.605118, -6.583693], [-1.727715, 6.833128, -7.389032], [-3.480174, 5.302532, -6.559263], [0.379790, -9.246181, 4.336426], [1.702291, -9.351487, 4.744119], [2.677392, -8.565585, 4.145746], [2.328842, -7.669654, 3.144219], [1.005866, -7.560939, 2.738560], [0.032572, -8.352272, 3.332719], [-0.380496, -9.861223, 4.800769], [1.973187, -10.046931, 5.528184], [3.709721, -8.651560, 4.460067], [3.088704, -7.054740, 2.679359], [0.733865, -6.861134, 1.959114], [-0.999057, -8.273019, 3.012866], [4.521919, 1.117497, 2.720219], [3.722133, 2.248231, 2.624845], [3.024529, 2.506845, 1.453602], [3.119834, 1.630278, 0.383061], [3.916438, 0.497255, 0.477943], [4.620839, 0.242787, 1.646436], [5.067879, 0.916742, 3.632892], [3.642937, 2.927430, 3.464311], [2.404034, 3.390127, 1.375033], [2.571242, 1.830437, -0.525939], [3.987000, -0.187509, -0.358671], [5.244952, -0.638236, 1.721436], [-0.281803, 4.528877, 2.103785], [-1.665007, 4.456868, 2.186477], [-2.289034, 4.479315, 3.425546], [-1.529001, 4.582438, 4.582084], [-0.145387, 4.658984, 4.500599], [0.478552, 4.628705, 3.261611], [0.203552, 4.506609, 1.135228], [-2.258559, 4.380347, 1.284874], [-3.367849, 4.415167, 3.488813], [-2.015339, 4.603828, 5.548905], [0.446262, 4.740673, 5.403708], [1.558139, 4.683643, 3.198870], [-5.784140, 1.050793, 0.554476], [-4.681317, 0.210379, 0.619423], [-3.434868, 0.671924, 0.222267], [-3.289951, 1.975730, -0.233290], [-4.392301, 2.816914, -0.296203], [-5.640595, 2.353165, 0.095105], [-6.757269, 0.690431, 0.863331], [-4.792667, -0.804609, 0.979005], [-2.575503, 0.014144, 0.268344], [-2.314828, 2.337637, -0.538888], [-4.278872, 3.834056, -0.650729], [-6.501782, 3.007207, 0.042131], [-9.610316, 0.625408, -0.767485], [-10.992256, 0.639653, -0.896436], [-11.665555, -0.514189, -1.272471], [-10.957547, -1.683732, -1.513500], [-9.576001, -1.698380, -1.381900], [-8.902186, -0.542914, -1.011384], [-9.084095, 1.526483, -0.477311], [-11.544713, 1.550484, -0.704320], [-12.742727, -0.502206, -1.377896], [-11.483288, -2.584231, -1.803733], [-9.023864, -2.610481, -1.568191], [-7.824087, -0.552446, -0.914427], [-1.411806, 1.230151, 8.362913], [-1.930792, 2.125717, 7.438254], [-3.184333, 2.686001, 7.643568], [-3.915266, 2.357348, 8.776960], [-3.394454, 1.464614, 9.703218], [-2.144152, 0.898679, 9.494870], [-0.436072, 0.790271, 8.201249], [-1.359218, 2.384807, 6.555742], [-3.593750, 3.378966, 6.918989], [-4.891508, 2.796343, 8.938788], [-3.964733, 1.209631, 10.587203], [-1.740035, 0.198832, 10.215154], [-6.514415, -0.412733, 10.039605], [-7.033783, 0.482577, 9.114691], [-8.287432, 1.042237, 9.318789], [-9.018898, 0.712525, 10.451844], [-8.498462, -0.180508, 11.377822], [-7.247565, -0.745772, 11.170234], [-5.537677, -0.850719, 9.878250], [-6.460340, 0.743394, 8.234435], [-8.694866, 1.736141, 8.594638], [-9.995056, 1.151732, 10.612660], [-9.068327, -0.436859, 12.261683], [-6.843767, -1.445916, 11.890349], [3.173373, -6.390023, -7.090167], [1.979637, -6.854744, -7.623828], [1.957782, -7.409769, -8.895873], [3.131172, -7.506372, -9.631974], [4.325527, -7.044017, -9.097233], [4.346017, -6.482949, -7.827383], [3.187332, -5.955767, -6.100034], [1.067200, -6.783229, -7.045160], [1.025697, -7.767634, -9.314332], [3.114366, -7.942408, -10.622691], [5.240676, -7.120735, -9.670546], [5.276966, -6.118582, -7.411609], [9.118139, 7.899360, -0.491431], [7.925742, 7.498074, -1.077299], [7.927131, 6.971018, -2.361199], [9.121190, 6.838102, -3.056638], [10.313843, 7.236985, -2.469405], [10.311877, 7.770325, -1.188082], [9.117399, 8.312664, 0.508863], [6.995109, 7.595938, -0.533263], [6.995624, 6.662665, -2.820033], [9.122591, 6.423855, -4.057160], [11.245152, 7.132679, -3.010958], [11.241366, 8.085238, -0.731720]], "forces_ev_per_a": [[0.491, 0.385, 0.339], [-0.376, -0.270, -0.551], [0.391, -0.524, 0.422], [0.081, 0.180, -0.534], [-0.014, 0.108, 0.457], [-0.104, -0.257, -0.053], [0.476, 0.524, -0.108], [-0.107, 0.084, 0.080], [-0.478, -0.064, 0.373], [0.157, 0.028, 0.015], [-0.494, -1.137, -0.582], [0.211, 0.087, 0.064], [-0.356, -0.337, -0.046], [-0.116, 0.231, 0.152], [-0.055, -0.264, 0.094], [0.271, 0.277, -0.131], [0.161, 0.057, -0.014], [-0.183, -0.122, -0.124], [-0.147, -0.152, 0.013], [0.092, -0.167, -0.027], [-0.024, 0.074, 0.199], [-0.035, 0.406, 0.236], [-0.286, 0.160, -0.051], [0.093, 0.004, -0.155], [0.102, -0.187, -0.256], [-0.066, 0.173, 0.008], [-0.034, -0.066, -0.033], [0.206, 0.453, 0.331], [0.109, 0.468, -0.051], [0.052, 0.016, 0.008], [-0.061, -0.001, -0.022], [0.027, -0.009, -0.010], [-0.008, 0.004, -0.004], [0.013, -0.018, 0.020], [-0.033, -0.008, 0.040], [-0.022, 0.013, 0.003], [0.002, -0.011, -0.012], [-0.001, 0.001, 0.001], [0.004, -0.004, -0.002], [0.003, 0.002, -0.016], [0.002, -0.009, 0.013], [-0.010, 0.011, 0.029], [-0.034, 0.071, -0.009], [0.006, -0.018, -0.003], [0.009, 0.031, -0.002], [-0.045, -0.006, 0.014], [0.000, 0.003, 0.004], [0.016, -0.016, -0.028], [-0.001, -0.071, 0.040], [0.020, -0.001, 0.002], [-0.004, -0.002, 0.002], [-0.001, 0.011, 0.013], [0.006, -0.001, -0.005], [-0.010, -0.007, 0.015], [0.015, 0.034, -0.061], [-0.120, -0.030, -0.019], [0.045, 0.020, 0.004], [0.005, 0.005, -0.009], [-0.003, 0.004, 0.006], [0.006, -0.005, -0.001], [0.013, -0.037, 0.035], [0.026, -0.024, -0.002], [0.001, 0.002, -0.003], [0.003, -0.001, -0.006], [-0.003, 0.002, 0.003], [-0.012, 0.001, -0.002], [0.005, -0.008, 0.004], [-0.002, 0.011, -0.003], [0.001, -0.017, 0.024], [0.025, 0.003, -0.039], [0.018, 0.000, 0.009], [0.000, -0.002, 0.001], [0.001, -0.006, -0.003], [0.001, 0.004, 0.007], [-0.001, 0.001, -0.008], [-0.006, 0.003, -0.001], [-0.004, -0.003, -0.002], [-0.007, 0.002, -0.010], [0.019, 0.009, 0.001], [0.006, 0.017, 0.014], [0.044, -0.039, -0.001], [0.012, -0.012, -0.028], [0.001, 0.006, 0.008], [0.001, -0.001, 0.003], [0.003, -0.001, 0.004], [-0.024, -0.012, -0.002], [-0.006, -0.005, 0.009], [-0.004, -0.001, -0.002], [-0.004, -0.006, 0.003], [0.027, 0.013, 0.039], [-0.005, -0.005, -0.053], [-0.007, 0.003, 0.014], [-0.016, 0.004, -0.004], [0.015, -0.011, 0.019], [-0.012, -0.004, -0.032], [-0.011, -0.013, -0.010], [-0.009, -0.019, 0.006], [-0.002, 0.000, -0.009], [0.011, 0.020, 0.010], [-0.002, -0.002, 0.002], [0.004, 0.017, 0.013], [-0.014, 0.019, 0.007], [-0.019, -0.036, 0.000], [0.058, 0.042, -0.025], [0.030, -0.042, -0.015], [0.006, 0.020, -0.017], [-0.005, -0.010, 0.008], [0.002, 0.006, 0.025], [0.006, -0.005, -0.007], [-0.007, -0.013, 0.009], [0.005, 0.013, 0.009], [-0.005, -0.002, -0.013], [0.001, 0.006, 0.007], [0.010, -0.003, 0.009], [-0.004, 0.011, 0.000], [0.003, -0.006, 0.002], [-0.003, 0.006, 0.003], [-0.014, -0.004, 0.000], [0.023, -0.010, 0.000], [0.003, 0.003, -0.006], [-0.001, 0.003, -0.006], [-0.003, -0.001, 0.008], [-0.001, -0.002, -0.003], [0.004, 0.001, -0.007], [0.004, -0.004, -0.019], [-0.006, 0.001, 0.014], [0.015, -0.004, -0.028], [0.018, -0.005, 0.012], [-0.007, 0.028, -0.019], [0.010, -0.014, 0.026], [0.001, 0.007, -0.011], [0.001, -0.002, -0.004], [-0.010, -0.019, -0.014], [-0.007, 0.000, 0.000], [-0.002, -0.005, 0.015], [-0.014, 0.007, -0.004], [0.005, 0.005, 0.006], [0.000, -0.018, 0.017], [-0.012, 0.005, -0.028], [0.006, 0.004, 0.016], [0.001, 0.005, -0.004], [-0.004, -0.002, 0.006], [0.003, 0.013, -0.001], [0.001, 0.001, -0.017], [0.008, -0.019, -0.003], [0.000, 0.004, -0.001], [-0.003, -0.001, 0.001], [-0.003, -0.005, 0.000], [0.001, 0.000, 0.003], [0.058, 0.028, -0.025], [-0.040, -0.004, -0.005], [0.015, -0.004, 0.004], [-0.008, -0.001, 0.002], [0.010, 0.000, -0.003], [-0.021, -0.016, -0.015], [-0.022, 0.007, 0.004], [0.009, 0.009, 0.017], [-0.001, -0.006, 0.000], [0.001, 0.001, -0.003], [0.000, 0.003, -0.004], [0.003, -0.001, 0.001], [0.008, -0.003, -0.001], [-0.005, 0.000, 0.007], [-0.014, -0.039, -0.016], [-0.015, -0.013, -0.001], [0.010, -0.003, -0.003], [-0.007, -0.004, 0.003], [0.000, 0.001, 0.003], [-0.003, 0.007, -0.003], [-0.006, 0.000, 0.005], [0.003, 0.009, -0.005], [0.002, 0.005, -0.003], [0.003, -0.004, 0.003]], "lowdin_charge": [-0.084, -0.204, -0.219, -0.217, -0.190, -0.164, -0.608, 0.986, -0.160, -0.368, 0.411, 0.200, -0.430, -0.218, 1.028, -0.215, -0.313, 0.066, 0.059, 0.070, 0.108, 0.099, 0.108, 0.126, 0.143, 0.107, 0.045, -0.022, -0.012, -0.085, -0.106, -0.101, -0.100, -0.106, -0.113, 0.098, 0.037, 0.101, 0.101, 0.104, 0.103, -0.084, -0.093, -0.094, -0.091, -0.112, -0.100, 0.086, 0.035, 0.090, 0.101, 0.093, 0.101, -0.088, -0.093, -0.097, -0.090, -0.094, -0.093, 0.102, 0.066, 0.074, 0.102, 0.101, 0.102, -0.097, -0.101, -0.100, -0.092, -0.091, -0.100, 0.099, 0.099, 0.099, 0.100, 0.091, 0.091, -0.090, -0.089, -0.085, -0.087, -0.088, -0.091, 0.102, 0.098, 0.075, 0.063, 0.102, 0.102, -0.093, -0.087, -0.081, -0.100, -0.090, -0.097, 0.083, 0.086, 0.104, 0.086, 0.103, 0.089, -0.100, -0.083, -0.087, -0.108, -0.103, -0.092, 0.092, 0.105, 0.086, 0.088, 0.101, 0.099, -0.097, -0.097, -0.098, -0.097, -0.093, -0.097, 0.093, 0.099, 0.099, 0.100, 0.101, 0.087, -0.093, -0.094, -0.094, -0.101, -0.102, -0.093, 0.101, 0.088, 0.091, 0.099, 0.098, 0.100, -0.104, -0.103, -0.095, -0.098, -0.099, -0.095, 0.099, 0.097, 0.100, 0.099, 0.099, 0.100, -0.089, -0.088, -0.097, -0.102, -0.102, -0.095, 0.083, 0.097, 0.099, 0.098, 0.098, 0.099, -0.096, -0.096, -0.103, -0.102, -0.097, -0.096, 0.100, 0.100, 0.095, 0.097, 0.100, 0.100], "e_homo_ev": -9.0, "largest_force_ev_per_a": 1.37, "total_energy_ha": -4795.1748, "orbital_gap_ev": 7.531, "lumo_ev": -1.44}